(1)
Entry from the Open Molecules 2025 dataset: a 2-piece molecular cluster, C5H13NO overall (the ωB97M-V functional and the def2-TZVPD basis).

Last column: Mulliken charge in e.
Element x y z (Å)
C  -1.4965  1.4068  -1.0310  -0.963
C  0.6416  2.3520  -1.4248  -0.367
N  -0.0526  1.4789  -0.8636  -0.110
H  -1.9585  1.4184  -0.0495  0.302
H  -1.7197  0.4673  -1.5255  0.317
H  -1.8382  2.2611  -1.6166  0.317
H  0.1747  3.1257  -2.0306  0.238
H  1.7173  2.3075  -1.2856  0.271
H  0.7098  0.6206  -0.1006  0.540
C  1.0757  -0.5955  1.5856  -0.638
O  1.4791  0.2603  0.5804  -0.641
C  0.5797  -1.9505  1.0938  -0.266
C  -0.5543  -1.8316  0.0838  -0.971
H  0.2598  -0.1505  2.1924  0.301
H  1.8901  -0.7883  2.2857  0.298
H  0.2656  -2.5471  1.9592  0.324
H  1.4172  -2.4676  0.6163  0.263
H  -1.0998  -2.7769  -0.0208  0.394
H  -0.2031  -1.5003  -0.8950  0.243
H  -1.2879  -1.0904  0.4463  0.149

Output
HOMO level   -8.7 eV
HOMO-LUMO gap   0.3497 Ha
Electronic energy   -8931.9551 eV
LUMO   0.0313 Eh
Net charge   0



(2)
Entry from the Open Molecules 2025 dataset: a single C5H13NO molecule (the ωB97M-V functional and the def2-TZVPD basis).

Last column: Mulliken charge in e.
Element x y z (Å)
C  1.2666  0.0852  -0.2219  -0.048
C  -0.3675  -0.1610  0.0005  0.725
C  -0.9211  0.5768  -1.1868  -0.819
C  2.0649  -0.4002  0.9840  -1.479
C  -0.8561  0.3627  1.3390  -1.619
N  -2.4103  0.1631  -1.3240  -0.609
O  1.7036  -0.5567  -1.4002  -0.547
H  1.5928  -1.5080  -1.2868  0.372
H  1.4755  1.1460  -0.3873  0.351
H  -0.5225  -1.2418  -0.0888  0.210
H  -2.5294  -0.8155  -1.5649  0.240
H  -3.0149  0.4939  -0.5794  0.218
H  -0.4434  0.2769  -2.1185  0.363
H  -0.9032  1.6565  -1.0398  0.362
H  1.7934  -1.4247  1.2411  0.349
H  3.1291  -0.3711  0.7511  0.383
H  1.8966  0.2385  1.8467  0.384
H  -0.3901  -0.1686  2.1663  0.390
H  -1.9328  0.2256  1.4242  0.465
H  -0.6313  1.4224  1.4453  0.309

Output
HOMO level   -8.6 eV
HOMO-LUMO gap   0.3518 Ha
Electronic energy   -8932.9019 eV
LUMO   0.0366 Eh
Net charge   0



(3)
Entry from the Open Molecules 2025 dataset: C5H13NO as an isolated structure (the ωB97M-V functional and the def2-TZVPD basis).

Last column: Mulliken charge in e.
Element x y z (Å)
C  2.4989  -0.5759  0.6893  -0.213
N  2.0421  0.2002  -0.4828  -0.223
C  0.7468  0.8115  -0.5257  -0.933
C  -0.3258  -0.0501  -0.7865  0.121
C  -3.8019  0.0635  -1.1765  -1.038
O  -0.9643  -0.8020  0.2170  -0.433
C  2.0914  0.1148  1.9724  -1.090
H  3.5749  -0.6627  0.5844  0.365
H  1.9980  -1.5700  0.7218  0.189
H  2.4134  -0.0217  -1.3897  0.205
H  0.7251  1.8862  -0.4979  0.334
H  -3.4237  -0.8984  -1.5514  0.272
H  -0.6282  -0.4010  -1.7816  0.373
H  -3.6425  -0.0287  -0.0977  0.228
H  -4.8866  -0.0199  -1.2854  0.301
H  -3.2361  0.8371  -1.6787  0.247
H  -1.1587  0.3410  0.0565  0.344
H  2.1316  -0.5918  2.8115  0.346
H  1.0532  0.4488  1.9835  0.319
H  2.7923  0.9191  2.2174  0.287

Output
HOMO level   -7.5 eV
HOMO-LUMO gap   0.2442 Ha
Electronic energy   -8926.4215 eV
LUMO   -0.0319 Eh
Net charge   0



(4)
Entry from the Open Molecules 2025 dataset: a 2-piece molecular cluster, C5H13NO overall (the ωB97M-V functional and the def2-TZVPD basis).

Last column: Mulliken charge in e.
Element x y z (Å)
C  -0.1700  -0.1237  1.1840  -1.260
C  -1.5656  -0.0637  0.5394  0.259
C  -1.7109  -1.1139  -0.5710  -0.792
C  -0.7856  -0.9538  -1.7229  -0.180
C  -0.7199  0.0951  -2.5509  -0.754
N  -2.6545  -0.2811  1.5066  -0.703
H  0.0750  0.8421  1.6316  0.317
H  0.5651  -0.3650  0.4223  0.369
H  -0.1909  -0.8653  1.9810  0.309
H  -1.7662  0.8942  0.0560  0.295
H  -1.6722  -2.1089  -0.1276  0.385
H  -2.7714  -1.0748  -0.8331  0.375
H  -0.1684  -1.7751  -2.0571  0.329
H  -0.2588  -0.0988  -3.5079  0.275
H  -1.1395  1.0723  -2.3634  0.250
H  -2.4774  0.3337  2.2951  0.255
H  -2.5818  -1.2230  1.8793  0.271
H  5.8965  2.3228  0.7961  0.319
H  7.2920  2.0873  0.3330  0.320
O  6.8045  2.3995  1.1097  -0.639

Output
HOMO level   -9.4 eV
HOMO-LUMO gap   0.3775 Ha
Electronic energy   -8932.3686 eV
LUMO   0.0315 Eh
Net charge   0